{
  "formula": "C43H83AgGeN7OP2S",
  "method": "ωB97M-V/def2-TZVPD",
  "symbols": ["Ag", "C", "C", "P", "C", "C", "C", "C", "H", "H", "H", "H", "H", "H", "H", "H", "H", "H", "H", "H", "H", "H", "H", "C", "C", "C", "C", "P", "C", "C", "C", "C", "C", "C", "C", "C", "C", "C", "H", "H", "H", "H", "H", "H", "H", "H", "H", "H", "H", "H", "H", "H", "H", "H", "H", "H", "H", "H", "H", "H", "H", "C", "C", "C", "C", "Ge", "C", "C", "C", "C", "H", "H", "H", "H", "H", "H", "H", "H", "H", "H", "H", "H", "H", "H", "H", "H", "H", "H", "H", "C", "N", "C", "C", "N", "H", "H", "H", "H", "H", "H", "C", "C", "C", "C", "N", "C", "S", "N", "C", "C", "C", "C", "H", "H", "H", "H", "H", "H", "H", "H", "H", "H", "H", "H", "H", "H", "H", "H", "H", "H", "H", "H", "O", "N", "C", "C", "N", "C", "N"],
  "positions_angstrom": [[-0.1196, 0.4359, 0.9150], [3.1772, 1.4044, 2.8870], [3.4797, 0.5608, 1.6505], [2.0964, -0.5667, 1.2183], [2.7585, -1.6317, -0.1365], [4.2650, -1.6198, -0.3867], [2.0050, -1.7127, 2.6479], [3.2660, -2.5003, 2.9864], [3.9973, 2.0946, 3.0862], [3.0472, 0.7847, 3.7763], [2.2694, 1.9921, 2.7483], [4.3998, -0.0088, 1.7901], [3.6392, 1.2170, 0.7918], [2.2240, -1.3587, -1.0485], [2.4213, -2.6433, 0.1088], [4.6127, -0.6312, -0.6933], [4.5140, -2.3214, -1.1853], [4.8321, -1.9114, 0.4972], [1.1664, -2.3789, 2.4259], [1.6786, -1.1118, 3.5010], [3.5618, -3.1574, 2.1665], [3.0973, -3.1303, 3.8612], [4.1064, -1.8426, 3.2150], [-0.4658, 5.4229, 0.4784], [-0.2134, 3.9416, 0.1908], [1.2769, 3.6699, 0.4378], [-0.5328, 3.6326, -1.2747], [-1.1275, 2.6961, 1.2560], [-0.8710, 3.2605, 2.9811], [-1.3124, 4.4872, 3.4848], [-1.1105, 4.8250, 4.8141], [-0.4599, 3.9455, 5.6699], [-0.0250, 2.7204, 5.1902], [-0.2404, 2.3801, 3.8605], [-2.9903, 2.7760, 1.0043], [-3.3452, 1.8271, -0.1475], [-3.6165, 2.2101, 2.2829], [-3.5845, 4.1532, 0.7112], [0.0859, 6.0146, -0.2578], [-0.0970, 5.7068, 1.4628], [-1.5144, 5.7023, 0.4010], [1.8723, 4.3579, -0.1693], [1.5503, 2.6470, 0.1664], [1.5447, 3.8304, 1.4851], [0.1440, 4.2015, -1.9194], [-1.5531, 3.9159, -1.5401], [-0.4131, 2.5693, -1.4993], [-1.8243, 5.1899, 2.8440], [-1.4606, 5.7805, 5.1832], [-0.2957, 4.2175, 6.7048], [0.4903, 2.0302, 5.8475], [0.0857, 1.4144, 3.4925], [-3.0308, 0.8056, 0.0810], [-2.8854, 2.1165, -1.0930], [-4.4309, 1.8276, -0.2833], [-3.1596, 1.2543, 2.5442], [-4.6794, 2.0276, 2.1103], [-3.5140, 2.8901, 3.1287], [-3.2181, 4.5696, -0.2271], [-3.4006, 4.8709, 1.5097], [-4.6689, 4.0465, 0.6176], [2.1515, -6.3958, 0.7963], [1.1653, -5.2473, 0.9652], [-0.2637, -5.7288, 1.1978], [-1.2752, -4.5964, 1.4069], [-1.2477, -3.3026, -0.0489], [-1.5042, -4.0684, -1.8191], [-0.2410, -4.6782, -2.4400], [0.7966, -3.6266, -2.8163], [2.0631, -4.2266, -3.4135], [3.1671, -6.0344, 0.6287], [1.8752, -7.0233, -0.0540], [2.1642, -7.0296, 1.6847], [1.2020, -4.6143, 0.0680], [1.4732, -4.6114, 1.8029], [-0.2744, -6.3933, 2.0668], [-0.5737, -6.3439, 0.3466], [-1.0771, -4.0518, 2.3340], [-2.2857, -5.0034, 1.4843], [-0.1036, -2.3020, 0.1203], [-1.9024, -3.2746, -2.4553], [-2.2941, -4.8153, -1.7144], [-0.5175, -5.2396, -3.3372], [0.2100, -5.4076, -1.7588], [1.0529, -3.0376, -1.9323], [0.3433, -2.9240, -3.5236], [2.5477, -4.9044, -2.7060], [2.7867, -3.4532, -3.6815], [1.8387, -4.7978, -4.3164], [-3.6717, -0.2410, 4.9986], [-2.3232, -0.7882, 4.8342], [-1.4727, -0.8418, 6.0202], [-1.7597, -0.8259, 3.6472], [-1.2360, -0.9072, 2.6153], [-4.2187, -0.8601, 5.7093], [-4.1991, -0.2616, 4.0504], [-3.6195, 0.7824, 5.3775], [-1.9661, -1.4404, 6.7847], [-1.2950, 0.1623, 6.4130], [-0.5223, -1.3069, 5.7698], [3.5601, 2.3748, -2.1129], [4.1754, 1.8179, -3.3928], [3.1683, 1.1227, -4.3076], [2.4285, -0.0478, -3.6577], [1.2593, 0.3455, -2.8613], [0.0109, -0.1378, -2.9995], [-1.0823, -0.1828, -1.7130], [-0.3926, -0.5602, -4.2170], [-0.0487, 0.0744, -5.4972], [-1.2756, 0.7468, -6.1010], [-1.8945, 1.8151, -5.1991], [-0.9199, 2.9245, -4.8138], [4.2799, 2.9708, -1.5506], [3.2292, 1.5688, -1.4495], [2.6970, 3.0088, -2.3315], [4.9739, 1.1136, -3.1401], [4.6477, 2.6297, -3.9486], [3.6922, 0.7438, -5.1883], [2.4358, 1.8532, -4.6642], [3.1172, -0.5993, -3.0079], [2.0888, -0.7532, -4.4104], [1.4370, 0.7081, -1.9369], [-1.3305, -0.9347, -4.1855], [0.3537, -0.6729, -6.1837], [0.7272, 0.8136, -5.3188], [-2.0230, -0.0175, -6.3358], [-0.9768, 1.1899, -7.0552], [-2.2925, 1.3505, -4.2913], [-2.7507, 2.2468, -5.7207], [-0.1202, 2.5568, -4.1647], [-1.4331, 3.7200, -4.2728], [-0.4587, 3.3687, -5.6998], [-2.7607, -2.2495, 0.2880], [-3.6399, -2.2839, -0.7104], [-4.7580, -1.7185, -0.4191], [-5.0356, -1.1726, 0.8849], [-5.2541, -0.7519, 1.9298], [-5.7634, -1.6401, -1.4433], [-6.5686, -1.5786, -2.2590]],
  "forces_ev_per_angstrom": [[-0.063, 0.149, -0.317], [0.013, -0.019, -0.027], [-0.016, 0.005, 0.040], [0.139, 0.044, 0.106], [-0.015, -0.037, -0.011], [-0.021, -0.006, -0.007], [0.028, 0.017, 0.003], [-0.020, -0.001, 0.001], [-0.008, -0.001, 0.004], [-0.004, 0.004, -0.007], [0.000, -0.011, 0.015], [0.001, 0.003, -0.009], [0.020, -0.003, -0.034], [-0.013, 0.007, 0.015], [0.005, -0.010, -0.051], [0.011, -0.006, 0.010], [0.005, 0.012, 0.005], [-0.006, -0.003, -0.013], [0.004, -0.006, 0.010], [-0.015, 0.001, 0.003], [0.010, 0.021, -0.001], [0.010, -0.001, -0.008], [-0.007, -0.012, -0.008], [-0.012, 0.005, -0.016], [0.010, -0.044, 0.026], [0.015, 0.009, -0.005], [-0.030, 0.007, -0.018], [-0.033, 0.123, 0.061], [0.007, -0.048, 0.027], [0.008, 0.015, 0.013], [-0.003, 0.006, -0.012], [-0.003, -0.010, 0.006], [0.002, -0.001, -0.019], [-0.003, 0.041, -0.029], [0.028, 0.004, -0.022], [0.001, 0.004, -0.001], [-0.014, 0.023, -0.006], [-0.032, -0.002, -0.014], [-0.002, -0.005, 0.010], [0.001, 0.007, 0.019], [0.026, 0.001, 0.003], [-0.008, -0.010, 0.012], [-0.014, 0.010, 0.006], [-0.006, 0.008, -0.011], [-0.006, 0.000, 0.017], [0.031, 0.004, 0.005], [0.007, 0.005, -0.010], [0.007, 0.008, -0.010], [0.003, -0.009, -0.005], [0.000, -0.007, -0.014], [-0.010, 0.002, -0.001], [0.024, -0.025, 0.000], [-0.006, 0.015, -0.002], [-0.011, -0.018, 0.025], [0.019, -0.002, 0.000], [0.007, -0.038, 0.015], [0.005, 0.001, 0.001], [-0.001, -0.008, -0.005], [-0.021, -0.010, 0.011], [0.008, 0.002, -0.001], [0.013, 0.002, 0.006], [-0.012, 0.012, 0.000], [0.009, -0.023, 0.004], [-0.016, 0.010, 0.014], [-0.009, -0.060, -0.008], [0.018, 0.051, 0.105], [0.082, 0.014, -0.050], [-0.044, 0.015, 0.034], [-0.004, -0.043, -0.084], [-0.013, 0.003, 0.024], [-0.001, -0.002, 0.000], [0.005, 0.004, 0.013], [0.003, -0.001, -0.011], [0.005, 0.014, 0.040], [-0.007, 0.003, -0.012], [0.000, -0.006, -0.010], [0.006, -0.003, -0.002], [0.014, -0.019, 0.009], [-0.009, 0.038, 0.008], [0.029, -0.033, -0.018], [0.010, -0.043, 0.009], [-0.004, -0.016, -0.033], [-0.010, 0.000, -0.003], [-0.002, -0.021, -0.036], [-0.003, 0.063, 0.065], [0.046, -0.056, 0.031], [-0.003, 0.003, -0.010], [-0.005, -0.009, 0.002], [0.009, -0.001, 0.010], [0.027, -0.047, 0.034], [-0.005, -0.002, -0.043], [-0.020, 0.024, -0.026], [0.030, -0.057, 0.047], [-0.127, -0.046, 0.062], [0.035, 0.005, 0.024], [-0.005, 0.012, -0.045], [-0.020, 0.013, -0.029], [-0.009, -0.005, -0.004], [0.009, 0.003, 0.004], [0.004, -0.004, -0.009], [0.016, -0.023, -0.025], [-0.042, -0.011, 0.026], [0.010, 0.008, 0.015], [-0.013, 0.082, -0.005], [0.069, -0.097, 0.047], [-0.052, 0.132, -0.193], [0.038, -0.028, 0.128], [-0.002, 0.044, 0.014], [0.006, -0.025, 0.031], [-0.024, 0.006, 0.022], [0.021, 0.004, -0.002], [-0.016, -0.016, -0.007], [-0.001, -0.013, -0.005], [0.007, 0.028, 0.025], [-0.001, -0.016, 0.019], [0.003, 0.007, 0.004], [0.009, -0.003, -0.009], [0.007, 0.015, 0.001], [0.012, -0.005, -0.002], [-0.011, 0.009, 0.024], [-0.036, -0.052, -0.015], [-0.010, -0.007, 0.007], [-0.008, -0.006, 0.011], [0.012, -0.007, 0.000], [-0.007, -0.011, 0.000], [0.001, 0.010, -0.013], [-0.001, -0.007, 0.001], [0.001, 0.007, -0.007], [-0.003, -0.002, 0.005], [-0.011, 0.011, -0.008], [0.010, -0.002, -0.006], [-0.001, -0.001, 0.013], [-0.058, -0.158, -0.036], [-0.051, 0.132, 0.067], [-0.077, 0.041, -0.035], [0.049, 0.004, -0.052], [0.003, 0.006, 0.019], [0.055, -0.099, 0.019], [0.015, 0.044, 0.029]],
  "e_homo_ev": -10.475,
  "spin_multiplicity": 1,
  "e_above_lowest_kj_mol": 0.0,
  "homo_lumo_gap_ev": 8.315,
  "charge": 1,
  "e_lumo_ha": -0.079
}